ORCA calculation (ωB97M-V/def2-TZVPD) on a structure of composition Cl12Hg2K3NO51.

Frontier orbital gap ... 0.072 Ha
Molecular weight ... 1773.87 g mol⁻¹
E_LUMO ... 6.49 eV
Net charge ... -6

```
69
Properties=species:S:1:pos:R:3:forces:R:3:mulliken_charge:R:1
K -3.694592 -2.939461 -0.915742 0.873 0.317 0.144 0.91
K 1.039635 -4.937204 2.106282 -0.446 0.704 -0.243 0.92
K -3.731297 2.339110 -0.900426 1.177 -0.120 0.017 0.89
Hg -1.627174 0.690091 4.084081 1.502 -0.287 -1.710 1.83
Hg 1.954745 -0.096568 -2.435761 -0.409 0.917 -1.658 2.84
Cl 5.713099 1.805295 -2.424754 0.880 6.278 -0.678 1.75
O 5.827182 2.848445 -3.488954 0.001 -1.040 1.641 -0.75
O 5.851300 2.281621 -1.108206 -0.504 2.177 1.916 -0.69
O 4.478143 1.219233 -2.555096 -4.619 -3.038 -0.891 -0.68
O 6.781773 0.961480 -2.546355 4.209 -4.836 -2.061 -0.72
Cl 2.478499 3.786675 1.770909 -0.500 0.890 -3.697 1.45
O 1.758031 4.955109 1.329997 1.835 3.128 -2.826 -0.71
O 3.908821 3.749309 2.045112 0.002 0.937 -0.843 -0.68
O 1.856487 3.757864 2.997131 -1.777 -3.867 6.270 -0.60
O 2.183618 2.827096 0.721595 0.421 -0.989 1.476 -0.42
Cl -0.817292 -2.106459 -4.217407 2.013 2.290 -0.231 1.66
O -0.301704 -3.148116 -3.424826 -0.363 -4.441 -0.059 -0.68
O -2.219575 -1.895252 -4.080264 -2.139 -1.430 -0.699 -0.67
O -0.275974 -1.014987 -3.488811 1.676 4.017 0.556 -0.79
O -0.367509 -2.129619 -5.602749 -1.041 -0.574 1.407 -0.64
Cl -2.319644 2.110450 -4.862393 3.410 0.488 -0.108 1.62
O -2.747399 3.390298 -5.246481 -2.268 2.592 -2.867 -0.74
O -1.061639 1.816347 -5.562024 -2.142 -0.592 0.934 -0.56
O -2.072384 2.378927 -3.466592 -0.164 -2.317 2.099 -0.61
O -3.347062 1.110617 -5.103095 0.077 -0.124 0.285 -0.71
Cl 1.946222 0.242621 5.576014 2.035 1.880 4.014 1.80
O 1.858143 0.988500 6.821497 -1.097 1.152 -0.355 -0.79
O 2.131105 -1.059154 5.997141 -0.272 -4.704 0.284 -0.71
O 0.781013 0.368607 4.781195 -3.279 0.562 -1.944 -0.78
O 3.077884 0.653150 4.885305 1.424 1.165 -2.048 -0.63
Cl -5.173201 -0.035680 2.470956 2.501 -0.678 -0.348 1.55
O -5.811066 -0.861710 1.413364 0.603 0.938 1.375 -0.68
O -4.744703 1.231100 2.128366 -0.298 4.985 -3.831 -0.63
O -6.066783 0.258361 3.546263 -0.967 -2.484 1.292 -0.63
O -3.797514 -0.577415 2.726065 -1.327 -2.441 1.598 -0.51
Cl -0.567340 0.002844 0.819782 -2.680 -0.367 -0.610 1.39
O 0.527065 -0.188255 -0.077754 0.001 1.119 -0.463 -0.45
O -1.874498 -0.136271 0.191223 0.041 -0.621 -1.829 -0.65
O -0.477481 -0.948451 1.826366 0.726 -4.005 2.670 -0.74
O -0.732712 1.202464 1.558111 1.157 3.670 0.831 -0.58
Cl 1.352226 3.713316 -3.228364 3.420 6.850 -0.447 1.50
O 0.251001 4.752322 -3.427461 0.069 -2.994 1.638 -0.73
O 1.038988 2.363168 -2.877471 -1.534 -1.534 0.422 -0.46
O 2.061355 3.849023 -4.455138 0.093 -1.830 -1.884 -0.69
O 2.322265 4.258340 -2.262547 -1.854 -0.949 0.565 -0.71
Cl -1.512015 -3.319821 5.276440 3.820 7.033 1.814 1.51
O -2.420913 -4.335086 5.066960 -3.159 -1.973 0.289 -0.59
O -0.365857 -3.612627 4.468514 1.245 -0.815 0.093 -0.59
O -1.928141 -1.937700 4.801287 -0.967 -1.780 0.255 -0.67
O -1.158383 -3.048477 6.729321 -0.882 -1.912 -2.654 -0.65
Cl -2.433790 -6.861507 0.674641 3.902 -1.939 -2.032 1.62
O -1.350642 -7.397188 -0.083566 3.117 0.385 -0.272 -0.72
O -3.498396 -7.136808 -0.122319 -6.953 -0.058 -3.205 -0.75
O -2.530183 -7.732803 1.787554 -0.211 0.955 3.538 -0.66
O -2.280860 -5.437477 0.767020 0.084 0.699 1.992 -0.44
Cl -2.385431 4.500366 3.276606 -0.797 -2.515 -3.620 1.66
O -1.416458 3.582292 3.798160 0.997 -2.182 2.219 -0.63
O -3.714559 4.178966 3.756701 0.022 0.570 0.743 -0.69
O -1.962419 5.797913 3.611125 -0.193 1.626 0.373 -0.64
O -2.367301 4.218159 1.842913 -0.601 1.302 0.581 -0.58
Cl 3.089071 -3.431783 -0.722126 3.849 0.309 -5.786 1.53
O 1.915573 -3.513557 -0.072756 -6.192 -1.120 5.695 -0.48
O 2.874870 -2.237452 -1.559339 0.808 -0.508 -1.477 -0.86
O 4.258935 -3.158901 0.006341 0.984 -0.264 1.698 -0.65
O 3.251930 -4.749182 -1.393085 0.317 1.925 -0.105 -0.70
N 2.154455 0.473088 -5.977943 0.162 0.400 -1.820 0.64
O 2.520334 -0.511003 -6.547765 1.779 -3.994 -2.213 -0.73
O 1.912872 0.349461 -4.788053 -1.066 1.147 4.253 -0.44
O 1.997252 1.483945 -6.634712 -0.531 1.917 0.531 -0.60
```
Positions in Å, forces in eV/Å.

ORCA calculation (ωB97M-V/def2-TZVPD) on the molecule CH4FIP2.

Frontier orbital gap ... 0.263 Ha
Molecular weight ... 223.89 g mol⁻¹
E_LUMO ... -0.92 eV
Energy above the lowest of the compared OMol25 structures with the same formula, charge and spin ... 33.9 kcal/mol
SMILES ... C[P@@H](I)=PF

```
9
Properties=species:S:1:pos:R:3:forces:R:3:mulliken_charge:R:1
C -0.558482 -0.756464 -0.302610 -1.379 0.500 -0.921 -0.89
F -0.857797 1.934946 -1.177751 0.278 0.402 0.334 -0.30
P 0.532864 0.350759 0.541699 1.128 -0.907 1.503 0.07
P -0.055800 2.338578 0.224984 -0.070 -0.547 -0.339 0.12
I 2.774394 -0.968542 0.259749 -0.293 0.505 -0.235 -0.15
H -1.550435 -0.579817 0.201450 0.809 -0.507 -0.678 0.31
H -0.215157 -1.796951 -0.278611 -0.174 0.418 0.019 0.40
H -0.614048 -0.335352 -1.340747 -0.140 -0.797 0.783 0.29
H 0.544465 -0.187156 1.871837 -0.160 0.934 -0.465 0.15
```
Positions in Å, forces in eV/Å.

ORCA calculation (ωB97M-V/def2-TZVPD) on the molecule C5H5NO.

Frontier orbital gap ... 0.366 Ha
Molecular weight ... 95.10 g mol⁻¹
E_LUMO ... 0.77 eV
Energy above the lowest of the compared OMol25 structures with the same formula, charge and spin ... 42.6 kcal/mol
SMILES ... N#C[C@H]1C=COC1

```
12
Properties=species:S:1:pos:R:3:forces:R:3:mulliken_charge:R:1
O 0.806368 -0.048718 1.411997 -1.314 0.499 -0.567 -0.38
C 0.867797 -1.148394 0.623510 -0.506 -0.245 -0.353 -0.24
C -0.025264 -1.137021 -0.365020 0.239 -0.368 -0.496 -0.51
C -0.462011 0.661878 0.913684 0.902 -0.113 0.507 -0.53
C -0.550114 0.275810 -0.557902 0.015 -0.150 0.202 0.28
C 0.313280 1.113363 -1.428225 0.584 0.403 -0.501 0.07
N 0.979732 1.790964 -2.089635 -0.748 -0.746 0.713 -0.43
H 1.635261 -1.909400 0.771744 -0.378 0.300 0.604 0.39
H -0.420182 -1.989073 -0.876980 0.458 -0.184 -0.681 0.38
H -0.224559 1.675143 1.197455 -0.327 0.394 -0.295 0.33
H -1.407681 0.303164 1.374204 0.995 -0.106 0.324 0.26
H -1.547640 0.252054 -1.014738 0.079 0.316 0.543 0.38
```
Positions in Å, forces in eV/Å.

ORCA calculation (ωB97M-V/def2-TZVPD) on the molecule C3H5NO3S.

Frontier orbital gap (spin up / spin down) ... 0.290 / 0.279 Ha
Molecular weight ... 135.14 g mol⁻¹
E_LUMO (spin up / spin down) ... 0.55 / -2.39 eV
Energy above the lowest of the compared OMol25 structures with the same formula, charge and spin ... 3.0 kcal/mol
Multiplicity ... 3

```
13
Properties=species:S:1:pos:R:3:forces:R:3:mulliken_charge:R:1
C 0.094227 -0.657089 0.513700 -1.764 3.033 -4.600 0.27
C -0.295487 0.887961 0.354284 1.254 -1.033 2.783 0.57
C 0.410457 -1.556363 -0.650483 1.470 -1.263 2.218 -0.99
N -0.820117 1.447924 -0.771641 1.256 1.441 4.512 -0.07
O -0.036152 1.576914 1.395520 -0.828 -1.229 -2.764 -0.68
O 0.996150 -2.287424 2.272016 0.589 -2.358 -0.403 -0.45
O -1.167672 2.798860 -0.728853 -0.709 -0.890 -0.892 -0.39
S 0.530761 -0.906486 2.137050 0.132 2.045 3.222 0.33
H -0.059378 -2.562938 -0.622522 -0.392 0.785 -0.048 0.29
H 1.480679 -1.897645 -0.512636 -0.673 0.581 -0.302 0.27
H 0.326164 -1.072692 -1.587410 -0.274 0.363 -0.927 0.35
H -0.970476 0.988933 -1.576846 -0.738 -1.501 -3.333 0.15
H -0.489157 3.240048 -0.222179 0.677 0.028 0.534 0.34
```
Positions in Å, forces in eV/Å.